Molecular formula: C17H39OP3PbS
Method: DFT, ωB97M-V with the def2-TZVPD basis set

Calculated values
Calculated total energy: -64214.0076 eV
HOMO (spin up / spin down): -19.8 / -19.8 eV
Frontier orbital gap (spin up / spin down): 3.896 / 4.716 eV
Total charge: +4

```
62
Properties=species:S:1:pos:R:3:forces:R:3:nbo_charge:R:1
Pb -0.6997 -0.4780 0.7725 -0.5 1.7 2.2 1.21
P 1.6284 1.2095 2.3768 2.9 1.6 1.7 1.16
P -2.0640 1.9775 1.7682 -1.8 0.7 0.4 0.80
P 0.6066 1.5520 -0.7617 1.2 0.6 -1.7 0.87
H -0.1907 -5.1275 0.1219 0.5 0.1 -0.3 0.21
C 0.6963 -5.1201 -0.5289 0.5 -0.1 0.0 -0.43
C 1.8961 -4.6804 -0.1090 -1.0 0.5 0.3 -0.37
H 1.9652 -4.2070 0.8876 0.2 -0.5 -0.5 0.19
C 1.8662 0.6520 4.1079 -1.2 -1.0 0.2 -0.94
C 1.6940 3.0270 2.6728 -1.2 0.1 -0.7 -0.95
C 3.3260 0.8880 1.7527 -0.5 -0.7 -1.1 -0.96
C -3.7561 1.6774 1.1327 0.1 -0.4 -0.3 -0.94
C -2.4326 2.2338 3.5480 0.6 -0.5 0.3 -0.93
C -1.7703 3.7054 1.2204 0.8 -0.2 -0.3 -0.93
C 1.8524 0.5012 -1.6110 0.0 -0.3 0.2 -0.96
C 1.4161 3.2080 -0.8463 -0.2 0.2 0.7 -0.93
C -0.7461 1.8037 -1.9810 -0.6 -0.3 0.4 -0.95
H 0.5818 -5.6097 -1.5049 0.0 0.1 0.5 0.21
H 2.8133 -4.7255 -0.6972 -0.3 -0.1 0.1 0.23
H 1.8351 -0.4450 4.1404 0.1 0.3 0.2 0.27
H 1.0666 1.0467 4.7482 0.2 -0.1 -0.1 0.27
H 2.8375 1.0036 4.4850 -0.1 0.1 -0.4 0.31
H 0.8491 3.3227 3.3113 0.3 0.0 -0.1 0.26
H 1.6311 3.5808 1.7286 0.1 0.0 0.4 0.26
H 2.6365 3.2768 3.1800 -0.1 -0.3 -0.1 0.31
H 3.4771 -0.1992 1.6880 0.1 0.3 0.0 0.27
H 4.0535 1.3123 2.4586 -0.3 0.0 0.0 0.31
H 3.4803 1.3211 0.7566 0.1 -0.1 0.3 0.25
H -4.4208 2.5355 1.3207 0.3 -0.3 0.0 0.29
H -4.1676 0.7865 1.6305 0.0 0.2 -0.2 0.27
H -3.7034 1.4947 0.0501 -0.2 0.0 0.2 0.24
H -3.2296 2.9842 3.7016 0.3 -0.3 -0.3 0.30
H -1.5224 2.5723 4.0646 -0.3 -0.1 0.0 0.25
H -2.7626 1.2775 3.9792 0.0 0.3 0.0 0.25
H -2.6324 4.3549 1.4509 0.2 -0.5 0.0 0.30
H -1.5975 3.7121 0.1353 -0.1 0.3 0.3 0.23
H -0.8761 4.0916 1.7326 -0.3 0.1 -0.2 0.25
H 1.7726 0.6350 -2.6959 0.0 0.0 0.2 0.29
H 1.7066 -0.5628 -1.3767 0.1 0.3 -0.2 0.24
H 2.8605 0.7934 -1.2886 -0.3 -0.1 -0.1 0.28
H 1.5582 3.5192 -1.8958 -0.2 -0.4 0.2 0.30
H 2.3978 3.1978 -0.3589 -0.2 0.0 -0.1 0.26
H 0.7828 3.9546 -0.3514 0.2 -0.1 -0.2 0.27
H -0.3090 2.1007 -2.9422 0.1 0.0 0.2 0.30
H -1.3952 2.6114 -1.6197 0.1 -0.2 -0.2 0.27
H -1.3673 0.9085 -2.1386 0.2 0.4 0.0 0.25
C -0.8713 -2.7817 -3.3095 0.5 -0.1 0.3 0.02
C -1.8787 -2.5983 -4.2869 -0.8 0.0 -1.4 -0.15
C -1.8802 -3.3691 -5.4538 -1.4 1.7 0.8 -0.18
C -0.9074 -4.3366 -5.6773 -0.2 -0.4 -0.6 0.07
C 0.1325 -4.4818 -4.7420 0.8 0.7 2.0 -0.09
C 0.1661 -3.6933 -3.5725 0.9 -1.3 -0.6 -0.24
S -0.9668 -1.7206 -1.8703 0.2 -1.6 0.0 0.04
H -0.4200 -2.4409 -0.7660 -0.2 -0.2 -2.0 0.18
H -2.6308 -1.8268 -4.0981 0.0 -0.4 -0.3 0.26
H -2.6691 -3.2074 -6.1946 0.2 -0.1 0.3 0.29
H -0.9561 -4.9784 -6.5678 0.1 0.3 0.4 0.28
H 0.8962 -5.2195 -4.9526 0.2 0.1 0.2 0.28
H 0.9914 -3.7979 -2.8601 -0.4 0.0 -0.4 0.27
O -0.8086 -0.9657 3.6732 0.0 -0.2 -0.1 -0.99
H -1.1351 -0.3995 4.3962 0.1 -0.4 -0.3 0.51
H -0.7063 -1.8569 4.0666 -0.1 0.5 -0.2 0.53
```
Forces are in eV/Å.